The following is a quantum chemistry calculation of a structure of composition C17H24AgF5N3OTa in a non-equilibrium geometry, from OMol25.

Values from the calculation:
- E_HOMO: -15.1 eV
- Energy relative to the best compared isomer or geometry (same formula, charge and spin): 0.0 kJ/mol
- LUMO: -0.3394 Ha
- Charge: +2
- Orbital gap: 5.83 eV

Atoms and positions in Å:
N 2.037 -0.256 0.297
C 3.121 -0.709 0.631
O 4.098 -1.325 0.879
Ag 1.317 -0.038 -2.827
Ta 0.155 0.007 -0.103
N -0.600 -1.482 -1.153
N -0.282 1.707 -0.920
C -0.430 -2.911 -0.859
C 0.360 3.014 -1.096
C 0.738 -3.456 -1.684
C -1.706 -3.658 -1.244
C -0.158 -3.127 0.615
C 0.024 3.595 -2.467
C -0.175 3.963 -0.022
C 1.858 2.852 -0.955
H 0.595 -3.294 -2.757
H 0.805 -4.544 -1.525
H 1.690 -2.990 -1.400
H -2.578 -3.200 -0.765
H -1.617 -4.695 -0.898
H -1.851 -3.683 -2.329
H 0.763 -2.636 0.959
H -0.018 -4.206 0.785
H -1.009 -2.797 1.228
H 0.332 2.918 -3.273
H 0.578 4.538 -2.570
H -1.045 3.818 -2.554
H -1.258 4.094 -0.119
H 0.310 4.938 -0.160
H 0.057 3.596 0.983
H 2.156 2.365 -0.019
H 2.300 3.857 -0.978
H 2.290 2.281 -1.789
C -1.750 1.660 -1.274
H -2.222 0.725 -0.914
H -2.270 2.515 -0.815
H -1.875 1.723 -2.367
C -1.025 -1.255 -2.585
H -2.116 -1.381 -2.665
H -0.779 -0.236 -2.963
H -0.535 -1.983 -3.251
F 1.086 -1.505 2.832
C 0.134 -0.549 3.112
C -0.478 0.171 2.052
C -1.362 1.173 2.533
F -2.052 1.954 1.639
C -1.571 1.471 3.882
F -2.347 2.516 4.240
C -0.965 0.700 4.867
F -1.193 0.943 6.170
C -0.110 -0.320 4.469
F 0.490 -1.085 5.405

---

The following is a quantum chemistry calculation of a structure of composition C5H8N2O in a non-equilibrium geometry, from OMol25.

Values from the calculation:
- E_HOMO: -9.4 eV
- Energy relative to the best compared isomer or geometry (same formula, charge and spin): 355.8 kJ/mol
- LUMO: 0.0287 Ha
- Orbital gap: 10.16 eV

Atoms and positions in Å:
C -1.484 -0.014 -0.058
C -0.656 1.285 0.166
C 0.669 0.738 -0.286
C 2.062 -0.590 -0.094
C 0.542 -0.690 0.270
H -3.254 -0.702 -0.322
H -1.028 2.111 -0.503
H -0.814 1.780 1.147
H 0.606 0.702 -1.354
H 2.651 -1.046 0.698
H 2.458 -0.879 -1.016
H 0.660 -0.547 1.360
H -1.027 -1.998 0.229
N -2.753 0.169 -0.044
N -0.689 -1.134 -0.192
O 2.056 0.815 -0.001

---

The following is a quantum chemistry calculation of a cluster of 4 separate species, C24H45N3O10P in total, from OMol25.

Values from the calculation:
- E_HOMO: -12.5 eV
- Energy relative to the best compared isomer or geometry (same formula, charge and spin): 0.0 kJ/mol
- LUMO: -0.1145 Ha
- Charge: +1
- Orbital gap: 9.41 eV

Atoms and positions in Å:
C -0.356 4.249 -0.247
C -1.811 3.785 -0.438
C -2.245 2.752 0.608
C -3.576 2.047 0.272
C -3.538 0.504 0.323
C -3.520 -0.136 -1.067
C -2.275 0.218 -1.904
C -1.687 -0.950 -2.705
C -1.404 -2.258 -1.959
N 0.007 -2.382 -1.537
C 0.523 -2.009 -0.416
N -0.191 -1.249 0.526
C 0.864 -0.208 0.787
C 2.219 -0.970 0.664
C 3.384 -0.172 0.028
C 3.127 1.311 -0.239
N 1.862 -2.180 -0.141
P 2.382 -3.820 0.465
C 2.022 -3.680 2.231
O 1.040 -4.715 0.086
H 0.024 3.967 0.738
H 0.294 3.783 -0.994
H -0.239 5.325 -0.371
H -1.916 3.325 -1.426
H -2.484 4.645 -0.409
H -1.450 1.998 0.686
H -2.295 3.230 1.590
H -3.869 2.357 -0.737
H -4.351 2.398 0.954
H -4.441 0.154 0.832
H -2.683 0.156 0.911
H -4.414 0.223 -1.585
H -3.648 -1.218 -0.984
H -2.561 0.966 -2.648
H -1.514 0.707 -1.285
H -0.755 -0.633 -3.184
H -2.381 -1.183 -3.516
H -1.564 -3.101 -2.631
H -2.033 -2.410 -1.084
H 0.654 -2.806 -2.190
H -0.252 -1.831 1.363
H 0.767 0.517 -0.018
H 0.702 0.242 1.761
H 2.543 -1.238 1.668
H 4.234 -0.250 0.712
H 3.696 -0.674 -0.891
H 4.059 1.805 -0.510
H 2.748 1.816 0.654
H 2.407 1.466 -1.045
H 2.224 -4.642 2.706
H 1.002 -3.369 2.478
H 2.704 -2.956 2.675
H 1.194 -5.135 -0.770
C -1.400 8.770 -3.971
C -2.345 7.711 -3.431
O -1.470 6.907 -2.631
C -0.403 7.662 -2.271
O 0.410 7.340 -1.468
O -0.400 8.829 -2.948
H -1.856 9.748 -4.093
H -0.925 8.467 -4.905
H -3.117 8.133 -2.786
H -2.805 7.098 -4.200
C 7.066 -3.161 3.836
C 6.562 -2.071 2.907
O 5.137 -2.177 3.066
C 4.885 -2.756 4.270
O 3.804 -2.828 4.760
O 6.017 -3.233 4.811
H 8.004 -2.924 4.327
H 7.145 -4.129 3.340
H 6.872 -1.075 3.225
H 6.827 -2.223 1.864
C -2.991 -4.389 1.326
C -2.200 -5.542 0.735
O -3.232 -6.427 0.307
C -4.364 -5.708 0.099
O -5.341 -6.111 -0.427
O -4.203 -4.442 0.576
H -2.525 -3.414 1.193
H -3.219 -4.538 2.383
H -1.609 -5.247 -0.134
H -1.554 -6.043 1.452

---

The following is a quantum chemistry calculation of a structure of composition C16H19BN6PtSe in a non-equilibrium geometry, from OMol25.

Values from the calculation:
- E_HOMO (alpha / beta): -5.6 / -7.3 eV
- Energy relative to the best compared isomer or geometry (same formula, charge and spin): 150.1 kJ/mol
- LUMO (alpha / beta): 0.0194 / -0.0270 Ha
- Orbital gap (alpha / beta): 6.17 / 6.59 eV
- Multiplicity: 3

Atoms and positions in Å:
H 0.758 3.129 0.304
N 0.444 1.669 -1.215
B 0.114 0.398 -3.422
N 0.412 1.703 -2.594
C 0.778 2.925 -2.991
Pt 0.100 0.045 0.006
H 0.909 3.072 -4.045
C 0.956 3.716 -1.861
H 1.271 4.732 -1.839
C 0.694 2.909 -0.766
H 0.123 0.536 -4.609
C -0.913 -1.446 1.222
H -0.825 -1.520 2.346
H -0.128 -2.224 0.927
H -1.763 -1.967 0.719
N -1.283 0.005 -2.832
N 1.039 -0.745 -2.856
N -1.465 -0.165 -1.468
N 1.114 -0.993 -1.506
C -2.454 -0.204 -3.484
C 1.921 -1.543 -3.485
H -2.522 -0.146 -4.580
H 1.999 -1.412 -4.555
C -3.413 -0.511 -2.507
C 2.529 -2.356 -2.519
C -2.742 -0.467 -1.262
C 1.980 -1.989 -1.303
H -4.457 -0.749 -2.681
H 3.286 -3.109 -2.681
H -3.248 -0.677 -0.305
H 2.191 -2.339 -0.272
H -1.257 -0.331 1.222
Se 1.748 0.406 1.707
C 0.858 0.164 3.372
C -0.179 1.011 3.779
C -0.782 0.809 5.032
C -0.320 -0.196 5.898
C 0.765 -0.997 5.497
C 1.360 -0.810 4.243
H -0.492 1.813 3.124
H -1.629 1.419 5.314
H -0.823 -0.382 6.855
H 1.131 -1.788 6.139
H 2.217 -1.396 3.933

---

The following is a quantum chemistry calculation of the molecule C5H6O2, from OMol25.

Values from the calculation:
- E_HOMO: -8.5 eV
- Energy relative to the best compared isomer or geometry (same formula, charge and spin): 291.3 kJ/mol
- LUMO: 0.0230 Ha
- Orbital gap: 9.11 eV

Atoms and positions in Å:
O 1.127 2.107 -0.226
C 0.635 1.007 -0.117
C 1.525 -0.213 -0.068
O 0.919 -1.468 -0.486
C -0.340 -1.796 -0.375
C -1.234 -0.706 0.188
C -0.845 0.766 -0.020
H 1.895 -0.352 0.954
H 2.389 -0.065 -0.716
H -1.276 1.147 -0.958
H -1.304 -0.969 1.258
H -2.248 -0.882 -0.197
H -1.244 1.423 0.763

---

The following is a quantum chemistry calculation of a structure of composition C3H12B2Br2Na5O3 in a non-equilibrium geometry, from OMol25.

Values from the calculation:
- E_HOMO: -7.9 eV
- Energy relative to the best compared isomer or geometry (same formula, charge and spin): 839.6 kJ/mol
- LUMO: -0.1793 Ha
- Charge: +1
- Orbital gap: 3.05 eV

Atoms and positions in Å:
Na -3.439 2.457 -2.152
Na -2.629 -2.901 -3.351
Na -0.909 2.423 1.789
Na 1.841 -3.905 2.929
Na -3.425 -3.686 1.561
C 0.028 -1.224 -0.133
O -0.132 -2.455 -0.262
O -0.634 -0.413 -0.753
O 0.703 -0.856 0.808
B -5.036 -0.042 -4.900
H -5.437 0.796 -4.351
H -5.094 0.120 -5.965
H -3.979 -0.114 -4.694
H -5.581 -0.916 -4.580
B -1.229 -4.073 4.886
H -1.080 -3.269 4.182
H -2.298 -4.173 5.001
H -0.845 -4.943 4.378
H -0.753 -3.811 5.818
Br 6.100 2.806 -1.941
C 4.791 3.538 -0.649
C 5.288 4.330 0.561
Br 3.760 4.328 1.873
H 4.277 2.668 -0.240
H 4.074 4.163 -1.183
H 5.511 5.383 0.390
H 6.126 3.771 0.976

---

The following is a quantum chemistry calculation of a structure of composition C34H45Cl2N2OP3Ru in a non-equilibrium geometry, from OMol25.

Values from the calculation:
- E_HOMO (alpha / beta): -10.8 / -13.5 eV
- LUMO (alpha / beta): -0.1728 / -0.2731 Ha
- Charge: +2
- Orbital gap (alpha / beta): 6.11 / 6.06 eV
- Multiplicity: 5

Atoms and positions in Å:
P -1.444 -2.077 -0.248
C -1.907 -3.486 0.805
C -3.261 -3.755 1.088
H -4.019 -2.997 0.907
C -3.643 -5.009 1.574
H -4.703 -5.229 1.712
C -2.673 -5.970 1.868
H -2.975 -6.953 2.239
C -1.318 -5.667 1.698
H -0.556 -6.407 1.952
C -0.930 -4.424 1.188
H 0.127 -4.180 1.060
C -2.972 -1.096 -0.359
C -3.366 -0.311 0.741
H -2.682 -0.186 1.586
C -4.630 0.276 0.764
H -4.922 0.871 1.629
C -5.513 0.088 -0.301
H -6.508 0.531 -0.265
C -5.123 -0.670 -1.402
H -5.808 -0.828 -2.234
C -3.855 -1.248 -1.449
H -3.549 -1.833 -2.316
C -1.210 -2.848 -1.883
C -1.770 -4.113 -2.159
H -2.146 -4.731 -1.345
C -1.855 -4.576 -3.470
H -2.354 -5.527 -3.670
C -1.312 -3.823 -4.512
H -1.408 -4.168 -5.542
C -0.633 -2.631 -4.230
H -0.168 -2.061 -5.037
C -0.565 -2.155 -2.921
H -0.018 -1.235 -2.693
Ru 2.090 0.967 1.408
C 1.537 2.471 0.270
C 0.301 2.481 -0.293
H 2.229 3.314 0.154
C -0.483 1.182 -0.221
O -0.815 0.815 -1.580
H -1.694 0.388 -1.585
C 0.318 0.075 0.445
H -1.385 1.330 0.393
C -0.035 -1.236 0.350
Cl 3.758 2.529 2.178
Cl 2.583 -1.104 2.468
P 1.137 1.635 3.333
C 2.266 1.786 4.768
H 2.836 2.718 4.686
H 2.966 0.943 4.752
H 1.697 1.774 5.706
C 0.292 3.246 3.290
H -0.463 3.250 2.496
H 1.028 4.033 3.083
H -0.196 3.444 4.254
C -0.086 0.429 3.910
H 0.424 -0.530 4.052
H -0.862 0.306 3.148
H -0.530 0.778 4.851
P -0.228 3.989 -1.179
C 0.700 5.399 -0.556
C -1.971 4.305 -0.930
H 1.779 5.233 -0.670
H 0.475 5.571 0.506
H 0.415 6.291 -1.131
H -2.546 3.391 -1.129
H -2.283 5.100 -1.624
H -2.145 4.637 0.103
C 0.171 3.774 -2.913
H 1.250 3.933 -3.062
H -0.402 4.506 -3.502
H -0.097 2.748 -3.202
H 0.748 -1.911 0.734
C 7.347 0.222 -0.006
C 5.915 0.267 -0.351
C 5.216 0.208 -1.549
C 3.843 0.326 -1.247
N 3.733 0.451 0.090
N 4.981 0.384 0.602
C 2.692 0.328 -2.160
H 7.754 -0.791 -0.139
H 7.918 0.900 -0.656
H 7.511 0.522 1.038
H 5.638 0.110 -2.536
H 5.157 0.533 1.596
H 2.921 0.950 -3.039
H 2.473 -0.694 -2.509
H 1.796 0.724 -1.668

---

The following is a quantum chemistry calculation of a cluster of 2 separate species, C20H29ClN4O4 in total in a non-equilibrium geometry, from OMol25.

Values from the calculation:
- E_HOMO: -8.0 eV
- LUMO: 0.0140 Ha
- SMILES: CNC(=O)[C@H](CC(N)=O)NC(C)=O.CN[C@@]1(c2ccccc2Cl)CCCCC1=O
- Orbital gap: 8.36 eV

Atoms and positions in Å:
C 5.594 -0.119 1.913
N 4.669 -0.350 0.801
C 3.363 -0.614 0.946
O 2.839 -0.700 2.049
C 2.575 -0.901 -0.351
C 1.035 -0.949 -0.236
C 0.414 -2.000 0.666
N 0.491 -3.266 0.327
O -0.222 -1.694 1.656
N 3.077 -2.028 -1.154
C 3.512 -3.240 -0.794
C 3.784 -3.616 0.650
O 3.689 -4.075 -1.664
H 5.309 -0.735 2.770
H 6.611 -0.378 1.616
H 5.559 0.930 2.212
H 5.043 -0.332 -0.135
H 2.766 -0.015 -0.957
H 0.608 -1.066 -1.230
H 0.714 0.017 0.141
H 0.027 -3.907 0.944
H 0.973 -3.551 -0.505
H 2.996 -1.926 -2.154
H 2.963 -3.314 1.296
H 3.905 -4.697 0.715
H 4.704 -3.140 0.981
C -0.381 1.830 2.206
N -1.373 1.051 1.442
C -2.060 1.572 0.229
C -2.549 0.318 -0.553
C -2.011 0.006 -1.831
C -2.392 -1.130 -2.551
C -3.327 -2.008 -2.021
C -3.865 -1.748 -0.764
C -3.485 -0.621 -0.025
Cl -4.206 -0.527 1.568
C -3.197 2.478 0.786
C -3.947 3.274 -0.282
C -2.993 4.256 -0.956
C -1.855 3.498 -1.637
C -1.185 2.501 -0.686
O 0.022 2.319 -0.857
H -0.205 1.352 3.175
H 0.574 1.877 1.674
H -0.730 2.851 2.385
H -1.081 0.068 1.340
H -1.262 0.626 -2.311
H -1.957 -1.328 -3.526
H -3.630 -2.893 -2.574
H -4.581 -2.441 -0.333
H -3.923 1.907 1.356
H -2.768 3.194 1.493
H -4.768 3.828 0.185
H -4.383 2.594 -1.022
H -3.535 4.851 -1.698
H -2.585 4.947 -0.210
H -1.111 4.213 -2.001
H -2.248 2.952 -2.498

---

The following is a quantum chemistry calculation of a structure of composition C3H3BaLiO in a non-equilibrium geometry, from OMol25.

Values from the calculation:
- E_HOMO (alpha / beta): -8.6 / -8.6 eV
- LUMO (alpha / beta): -0.1612 / -0.1611 Ha
- Charge: +1
- Orbital gap (alpha / beta): 4.20 / 4.19 eV
- Multiplicity: 2

Atoms and positions in Å:
C -1.912 1.115 0.334
O -2.206 0.050 0.776
Li -0.830 -1.414 0.662
H -2.609 1.980 0.215
Ba 3.391 0.521 -1.915
C 0.966 -0.096 -0.491
C 1.143 -1.088 0.431
H 0.019 -0.111 -1.075
H 2.039 -0.957 1.064

---

The following is a quantum chemistry calculation of a cluster of 5 separate species, C3H14N2O6 in total in a non-equilibrium geometry, from OMol25.

Values from the calculation:
- E_HOMO: -9.9 eV
- Energy relative to the best compared isomer or geometry (same formula, charge and spin): 172.2 kJ/mol
- LUMO: 0.0016 Ha
- SMILES: NC(=O)CNC=O.O.O.O.O
- Orbital gap: 9.90 eV

Atoms and positions in Å:
N -0.877 0.004 -0.013
C -0.204 -0.994 0.525
O -0.523 -2.181 0.370
C 1.223 -0.783 1.076
N 1.796 0.525 0.945
C 2.268 0.890 -0.269
O 2.654 2.038 -0.349
H -1.882 -0.027 -0.110
H -0.510 1.012 0.115
H 0.997 -1.094 2.258
H 2.035 -1.574 0.933
H 1.688 1.206 1.610
H 2.099 0.133 -1.014
O -2.663 2.335 -3.149
H -2.700 3.158 -2.640
H -1.784 2.257 -3.344
O 2.735 -3.186 -0.366
H 2.072 -2.627 -0.005
H 3.422 -2.690 -0.883
O -3.123 -0.029 -1.523
H -2.742 -0.747 -1.985
H -3.089 0.704 -2.168
O -1.967 1.062 3.261
H -1.287 1.246 3.944
H -1.378 0.354 2.810

---

The following is a quantum chemistry calculation of a cluster of 3 separate species, C3H7NO2 in total in a non-equilibrium geometry, from OMol25.

Values from the calculation:
- E_HOMO: 1.7 eV
- Energy relative to the best compared isomer or geometry (same formula, charge and spin): 72.7 kJ/mol
- LUMO: 0.1916 Ha
- Charge: -2
- Orbital gap: 3.56 eV

Atoms and positions in Å:
C 1.567 0.360 -1.269
C 1.073 1.421 -0.330
C 1.617 2.609 -0.018
N 3.711 2.667 1.377
O 4.928 2.442 1.182
O 3.357 3.741 1.983
H 0.763 -0.260 -1.284
H 1.830 0.717 -2.262
H 2.411 -0.146 -0.878
H 0.351 1.054 0.325
H -6.567 -4.875 7.266
H 2.534 2.849 -0.601
H 1.492 3.222 0.957

---

The following is a quantum chemistry calculation of the molecule C5H7NO, from OMol25.

Values from the calculation:
- E_HOMO: -9.8 eV
- Energy relative to the best compared isomer or geometry (same formula, charge and spin): 305.3 kJ/mol
- LUMO: 0.0343 Ha
- SMILES: CC(=O)[C@@]12C[C@@H]1N2
- Orbital gap: 10.70 eV

Atoms and positions in Å:
C -1.877 0.472 -0.523
C -0.733 -0.436 -0.912
O -0.716 -1.047 -1.957
C 0.451 -0.485 -0.015
C 1.529 0.547 0.081
C 0.884 -0.061 1.287
N 0.933 -1.479 0.922
H -1.948 1.293 -1.244
H -1.765 0.881 0.484
H -2.801 -0.107 -0.581
H 2.541 0.279 -0.228
H 1.226 1.567 -0.166
H 0.391 0.354 2.155
H 1.884 -1.779 0.696

---

The following is a quantum chemistry calculation of the molecule C5H9NO in a non-equilibrium geometry, from OMol25.

Values from the calculation:
- E_HOMO: -10.4 eV
- Energy relative to the best compared isomer or geometry (same formula, charge and spin): 304.1 kJ/mol
- LUMO: 0.0227 Ha
- SMILES: COC(C)(C)C#N
- Orbital gap: 10.98 eV

Atoms and positions in Å:
C -1.010 0.075 -1.888
O -0.911 0.736 -0.667
C 0.090 0.010 0.295
C 1.347 0.870 0.399
C -0.614 -0.193 1.638
C 0.422 -1.283 -0.328
N 1.044 -2.218 -0.036
H -0.491 0.566 -2.730
H -0.355 -0.987 -1.685
H -2.033 -0.248 -2.152
H 1.023 1.834 0.794
H 1.777 1.005 -0.596
H 2.129 0.469 1.061
H 0.054 -0.371 2.494
H -1.337 -1.012 1.597
H -1.137 0.748 1.803